Entry from OMol25: a cluster of 6 separate species, C5H22N2O6 in total (ωB97M-V/def2-TZVPD).

## Properties
Maximum force: 3.0 eV/A
Highest occupied orbital energy: -9.45 eV
Energy: -764.6581 Eh
Energy relative to the best compared isomer or geometry (same formula, charge and spin): 179.8 kJ/mol

Geometry as ORCA input:
```
! wB97M-V def2-TZVPD RIJCOSX def2/J DEFGRID3
* xyz 0 1
C -1.6285 -0.0702 -2.3057
C -0.0821 0.3490 -2.2231
C 0.2152 1.8641 -2.4069
N 0.3575 -0.1680 -0.9512
C 0.9046 -1.4155 -0.8943
O 0.8793 -2.2026 -1.8249
C 1.3052 -1.9008 0.4704
N 0.1074 -2.4194 1.2099
H -2.1988 0.5830 -1.6248
H -1.6503 -1.1083 -2.0549
H -1.9558 0.1226 -3.3547
H 0.4643 -0.1720 -3.0336
H -0.3706 2.3604 -3.1736
H -0.2428 2.3855 -1.5189
H 1.3074 1.9063 -2.3480
H 0.2203 0.4273 -0.1447
H 1.7527 -1.0773 1.0347
H 2.0965 -2.6399 0.4162
H -0.6892 -1.8829 0.8670
H -0.0968 -3.3526 0.8642
O 1.1455 1.5319 1.2162
H 1.1180 2.4477 1.5445
H 1.1499 1.0229 2.0715
O 3.3246 1.7948 -0.8215
H 2.8161 1.2160 -0.2637
H 3.0315 2.6711 -0.5946
O -3.3591 -0.5188 1.2175
H -3.8993 -1.3091 1.0508
H -2.7936 -0.5888 0.4198
O -1.3928 0.6892 2.5720
H -2.0619 0.5442 1.8441
H -1.8566 0.2181 3.2710
O 1.0097 -0.2204 3.2923
H 1.0299 -1.0666 2.8510
H 0.0429 -0.0211 3.3260
*
```



Entry from OMol25: a structure of composition C22H39N2O2OsP3 (ωB97M-V/def2-TZVPD).

## Properties
Maximum force: 8.4 eV/A
Highest occupied orbital energy (spin up / spin down): -17.26 / -17.26 eV
Energy: -2234.7721 Eh

Geometry as ORCA input:
```
! wB97M-V def2-TZVPD RIJCOSX def2/J DEFGRID3
* xyz 4 5
P -0.2720 -4.2926 -1.6862
C -1.7891 -4.1049 -0.6597
H -2.1471 -5.0853 -0.3139
H -2.5807 -3.6114 -1.2361
H -1.5344 -3.4728 0.2007
C -0.6465 -5.9595 -2.3533
H 0.2182 -6.3209 -2.9108
H -1.4863 -5.8530 -3.0460
H -0.8876 -6.6501 -1.5423
C 0.8120 -4.8276 -0.2991
H 0.5171 -5.8272 0.0526
H 0.7034 -4.0897 0.5075
H 1.8549 -4.8483 -0.6440
P 1.9743 1.3476 4.7131
C 0.6639 1.4542 5.9807
H 1.1090 1.6502 6.9627
H 0.1070 0.5114 5.9855
H -0.0306 2.2531 5.7009
C 3.1845 0.3040 5.6099
H 4.1413 0.3340 5.0755
H 2.8131 -0.7274 5.5648
H 3.3084 0.6240 6.6590
C 2.7482 2.9941 4.9636
H 3.0020 3.1629 6.0217
H 2.0529 3.7689 4.6154
H 3.6463 3.0415 4.3333
P -0.9304 2.8642 -3.4363
C -2.3024 2.9858 -2.2186
H -2.6487 4.0225 -2.1571
H -1.8843 2.6862 -1.2549
H -3.1345 2.3190 -2.4616
C -0.1858 4.5057 -3.0189
H -0.8538 5.3164 -3.3486
H 0.7848 4.5877 -3.5254
H -0.0327 4.5552 -1.9308
C -1.8832 3.4139 -4.9109
H -2.1174 4.4822 -4.8589
H -2.8028 2.8257 -5.0083
H -1.2466 3.2057 -5.7740
Os 1.6191 0.0888 -0.1129
C 0.8415 -1.0686 1.2838
O 0.4780 -1.6914 2.1992
C 0.5877 1.5741 0.6664
O 0.1322 2.4796 1.2426
C 3.0371 1.4632 -0.7597
C 2.4366 0.8670 -1.8745
C 2.3983 -0.5210 -1.9771
C 2.9339 -1.3138 -0.9645
C 3.5277 -0.7190 0.1524
C 3.6012 0.6770 0.2533
H 3.0546 2.5449 -0.6769
H 1.9845 1.4914 -2.6425
H 1.9656 -0.9846 -2.8556
H 2.8700 -2.4016 -1.0245
H 3.9133 -1.3374 0.9501
H 4.0336 1.1419 1.1386
N -5.2190 -0.6609 -1.1012
C -3.8915 -0.5249 -0.8445
C -2.9417 -0.6894 -1.8783
C -1.5991 -0.5239 -1.5761
N -1.1823 -0.2298 -0.3420
C -2.0602 -0.0690 0.6585
C -3.4271 -0.2329 0.4597
H -5.5459 -0.8368 -2.0476
H -5.9072 -0.5344 -0.3852
H -3.2516 -0.9413 -2.8923
H -0.8332 -0.6420 -2.3464
H -1.6826 0.1940 1.6496
H -4.1181 -0.1442 1.2964
*
```



Entry from OMol25: a structure of composition C7H22FeO11P (ωB97M-V/def2-TZVPD).

## Properties
Maximum force: 5.1 eV/A
Highest occupied orbital energy (spin up / spin down): -2.49 / -2.48 eV
Energy: -2712.7101 Eh
Energy relative to the best compared isomer or geometry (same formula, charge and spin): 0.0 kJ/mol

Geometry as ORCA input:
```
! wB97M-V def2-TZVPD RIJCOSX def2/J DEFGRID3
* xyz -1 5
Fe 0.3338 0.8793 -0.2667
P -1.5461 2.5856 -0.1272
O -1.9909 3.4453 -1.3469
O -2.4983 2.9217 0.9803
O 0.0102 2.7313 0.2135
O -1.6281 1.0314 -0.4140
C -3.6915 -1.8289 -0.3909
C -4.1635 -1.4257 1.0417
O -3.8484 -0.1167 1.4672
O -2.3888 -1.4180 -0.8090
H -4.4058 -1.5112 -1.1560
H -3.7339 -2.9222 -0.3688
H -3.7297 -2.1473 1.7483
H -5.2221 -1.6805 1.1494
H -3.1589 0.3205 0.9297
H -2.3016 -0.4116 -0.8179
C 3.8834 0.5570 1.6596
C 3.3007 1.4257 0.5357
O 2.5775 0.6566 -0.4190
O 4.7481 -0.4416 1.1028
H 3.0033 0.0525 2.0676
H 4.2621 1.1015 2.5261
H 4.1075 1.8852 -0.0477
H 2.7340 2.2430 0.9816
H 3.2395 -0.0062 -0.6582
H 5.5777 0.0455 1.0318
C 0.8840 -1.9362 0.5530
C 0.1990 -1.2611 1.7393
O 0.5036 0.1318 1.6504
O 0.4477 -1.2733 -0.6417
H 0.6254 -2.9946 0.5461
H 1.9628 -1.7794 0.6116
H 0.3617 -1.7034 2.7244
H -0.8891 -1.3133 1.6173
H 0.3272 0.5665 2.4922
H 0.0773 -1.9163 -1.2518
C 0.4518 0.6195 -3.6585
O 0.3101 1.3221 -2.4234
H -0.5474 0.5419 -4.0988
H 1.0107 1.1881 -4.4039
H 0.8151 -0.3777 -3.4244
H -0.0102 2.2133 -2.6450
*
```



Entry from OMol25: an isolated molecule of C3H7FN2O (ωB97M-V/def2-TZVPD).

## Properties
Maximum force: 2.7 eV/A
Highest occupied orbital energy: -9.67 eV
Energy: -403.0725 Eh
Energy relative to the best compared isomer or geometry (same formula, charge and spin): 96.9 kJ/mol

Geometry as ORCA input:
```
! wB97M-V def2-TZVPD RIJCOSX def2/J DEFGRID3
* xyz 0 1
N 2.5124 -0.7526 0.0428
N 1.7541 0.3270 -0.3409
C 0.4251 0.4728 0.0689
O -0.0389 1.5763 0.1420
C -0.4656 -0.6979 0.5517
C -1.6074 -0.7784 -0.4072
F -2.5976 0.1335 -0.0063
H 2.9266 -0.5690 0.9374
H 2.9516 -1.1232 -0.7429
H 2.2399 1.1377 -0.7206
H -0.0578 -1.6952 0.7860
H -0.9232 -0.2466 1.4722
H -1.4995 -0.4307 -1.4627
H -1.9257 -1.8851 -0.5414
*
```



Entry from OMol25: a structure of composition C14H13Co2N4O6 (ωB97M-V/def2-TZVPD).

## Properties
Maximum force: 5.1 eV/A
Highest occupied orbital energy: -4.15 eV
Energy: -3977.1460 Eh

Geometry as ORCA input:
```
! wB97M-V def2-TZVPD RIJCOSX def2/J DEFGRID3
* xyz -1 1
N -1.7318 -4.2655 -0.6809
N -1.7822 -3.2329 -0.1784
N -1.7893 -2.2186 0.5339
C -2.1273 -1.0002 -0.2022
C -2.2336 0.1057 0.8489
C -2.5498 1.5043 0.2685
C -1.7988 2.4673 1.2202
C -0.7633 1.5850 1.9904
N -1.0025 0.2446 1.5394
H -1.3044 -0.7258 -0.8989
H -3.0965 -1.0754 -0.7415
H -3.0723 -0.1966 1.5243
H -2.1285 1.5822 -0.7462
H -3.6307 1.6878 0.2228
H -1.2956 3.2692 0.6642
H -2.5008 2.9239 1.9343
H 0.2611 1.9123 1.7588
H -0.9150 1.6969 3.0780
H -0.6553 -0.5511 2.0649
O 6.1250 2.3217 3.0511
C 6.0092 2.8330 2.0164
Co 5.8377 3.4879 0.4113
C 4.8070 4.8895 0.6133
O 4.1464 5.8329 0.7496
C 7.3314 4.0284 -0.2560
O 8.3382 4.3748 -0.7150
C 5.1243 1.9406 -0.6835
C 3.7846 1.6935 -0.3162
C 2.9401 1.1876 0.5982
Co 3.9183 2.5662 -1.8308
C 2.6039 3.8017 -1.7883
O 1.8780 4.6456 -2.1267
C 3.2260 1.2884 -2.8662
O 2.8556 0.5148 -3.6550
C 5.0645 3.3473 -2.9334
O 5.7953 3.8295 -3.6892
H 5.9195 1.2009 -0.8803
H 1.8912 1.5044 0.5736
H 3.2994 0.4964 1.3734
*
```